1.
The following is a DFT calculation (wB97M-V/def2-TZVPD) of a structure of composition C21H23Br49Cl2INO2P at a distorted geometry.

Values from the calculation:
Spin multiplicity = 1
Total charge = +1
E_LUMO = -3.51 eV

Structure (XYZ):
```
100
C21H23Br49Cl2INO2P, DFT wB97M-V/def2-TZVPD
C 9.304 -0.205 -2.539
C 7.843 0.301 -2.648
Cl 6.630 -0.666 -1.825
C 7.553 1.428 -3.330
Cl 8.921 2.282 -4.041
N 6.147 1.909 -3.425
C 5.229 0.983 -4.171
C 4.033 0.526 -3.326
O 3.892 0.749 -2.161
I 2.439 -0.582 -4.385
P 5.921 3.564 -4.243
O 6.892 4.662 -3.477
Br 6.596 3.401 -6.394
H 9.359 -1.107 -1.907
H 9.954 0.618 -2.166
H 9.677 -0.416 -3.569
H 5.829 2.062 -2.446
H 4.807 1.469 -5.082
H 5.802 0.084 -4.483
H 6.310 5.131 -2.846
C -0.788 2.553 -4.966
Br 0.136 2.643 -3.274
Br 0.379 2.995 -6.443
Br -1.647 0.842 -5.216
H -1.570 3.303 -4.942
C -3.435 1.235 -0.939
Br -4.471 0.312 -2.283
Br -1.678 0.457 -0.724
Br -3.342 3.132 -1.283
H -3.954 1.110 0.003
C -5.835 4.304 2.381
Br -5.937 2.558 1.554
Br -4.418 5.380 1.630
Br -7.534 5.217 2.329
H -5.592 4.145 3.426
C 1.889 -2.100 -0.373
Br 1.300 -1.771 1.438
Br 2.281 -0.442 -1.317
Br 3.392 -3.311 -0.439
H 1.067 -2.586 -0.888
C -8.490 -0.681 3.053
Br -8.736 -2.357 3.976
Br -8.058 0.754 4.273
Br -7.190 -0.838 1.630
H -9.438 -0.431 2.591
C -12.415 -3.413 2.312
Br -13.032 -3.225 4.133
Br -12.060 -1.697 1.492
Br -10.894 -4.589 2.194
H -13.218 -3.874 1.750
C 8.232 4.943 -9.580
Br 10.106 4.628 -9.918
Br 7.564 6.456 -10.575
Br 7.169 3.356 -9.887
H 8.137 5.188 -8.529
C -12.824 -8.125 0.665
Br -11.635 -8.456 2.151
Br -13.988 -9.628 0.329
Br -13.823 -6.486 0.895
H -12.206 -7.999 -0.215
C -9.391 -5.505 6.319
Br -7.707 -5.559 5.367
Br -10.749 -6.557 5.437
Br -9.179 -6.016 8.169
H -9.729 -4.475 6.310
C 11.057 1.197 1.180
Br 11.764 1.051 -0.612
Br 9.141 1.448 1.164
Br 11.567 -0.299 2.283
H 11.497 2.083 1.621
C 12.839 3.161 -7.319
Br 11.084 3.203 -6.504
Br 12.756 2.435 -9.104
Br 13.693 4.891 -7.281
H 13.450 2.491 -6.727
C 2.087 -1.477 5.748
Br 1.752 -1.840 7.613
Br 0.446 -1.380 4.733
Br 3.172 0.104 5.508
H 2.653 -2.313 5.357
C 6.595 4.722 1.295
Br 4.809 4.819 2.015
Br 6.606 3.977 -0.496
Br 7.493 6.426 1.354
H 7.158 4.040 1.923
C -0.220 0.131 10.984
Br 1.507 0.882 10.552
Br -1.058 1.065 12.452
Br -1.372 0.048 9.436
H -0.052 -0.888 11.311
C -2.357 7.001 5.031
Br -4.115 7.792 4.919
Br -1.464 7.466 6.679
Br -2.417 5.088 4.766
H -1.769 7.416 4.222
C -13.597 -13.284 -1.812
Br -13.696 -15.021 -2.649
Br -12.184 -12.203 -2.565
Br -15.298 -12.369 -1.859
H -13.352 -13.446 -0.769
```



2.
The following is a DFT calculation (wB97M-V/def2-TZVPD) of a cluster of 2 separate species, C5H11N2O in total at a distorted geometry.

Values from the calculation:
Expectation value of S² = 2.013
Spin multiplicity = 3
Total charge = +1
E_LUMO (spin up / spin down) = -3.42 / -7.56 eV
ΔE to the lowest compared entry with this formula, charge and spin = 108.6 kcal/mol

Structure (XYZ):
```
19
C5H11N2O, DFT wB97M-V/def2-TZVPD
C -1.616 0.849 -0.164
C -0.642 0.186 0.400
C -0.438 -0.334 2.446
C 0.332 -1.237 -1.297
C 1.508 0.762 -0.528
N -1.437 0.003 3.198
N 0.578 -0.328 -0.160
O 0.604 -0.900 2.533
H -1.641 1.103 -1.217
H -2.468 1.179 0.405
H -0.183 -0.691 -2.085
H 1.273 -1.620 -1.685
H -0.295 -2.068 -0.982
H 1.088 1.329 -1.357
H 1.644 1.430 0.320
H 2.473 0.349 -0.818
H -2.246 0.483 2.842
H -1.415 -0.239 4.184
H 1.014 -0.859 0.632
```



3.
The following is a DFT calculation (wB97M-V/def2-TZVPD) of a cluster of 11 separate species, C30H86N4O18 in total at a distorted geometry.

Values from the calculation:
Spin multiplicity = 1
Total charge = 0
E_LUMO = 0.53 eV
ΔE to the lowest compared entry with this formula, charge and spin = 32.1 kcal/mol
SMILES = COC[C@H](C)N.COC[C@H](C)N.COC[C@H](C)N.COC[C@H](C)N.OCCO.OCCO.OCCO.OCCO.OCCO.OCCO.OCCO

Structure (XYZ):
```
138
C30H86N4O18, DFT wB97M-V/def2-TZVPD
C 4.398 2.238 -1.936
C 5.226 0.998 -2.342
O 5.633 0.998 -3.655
O 3.967 2.357 -0.570
H 3.501 2.249 -2.564
H 5.026 3.124 -2.086
H 4.679 0.051 -2.156
H 6.152 0.925 -1.704
H 6.213 1.775 -3.733
H 4.000 1.504 -0.047
C -3.179 -0.610 1.866
C -3.740 -0.656 0.466
O -4.086 0.642 0.159
O -1.952 0.135 2.054
H -3.029 -1.620 2.258
H -3.923 -0.221 2.544
H -4.616 -1.337 0.403
H -2.982 -1.131 -0.195
H -4.019 0.839 -0.775
H -2.161 1.132 2.009
C 2.298 -0.626 -4.044
C 1.665 -1.087 -5.392
O 1.667 -0.050 -6.375
O 2.350 -1.597 -2.978
H 1.827 0.288 -3.607
H 3.323 -0.290 -4.243
H 0.644 -1.429 -5.214
H 2.285 -1.975 -5.705
H 2.398 -0.043 -7.007
H 1.453 -1.714 -2.612
C -3.394 -0.485 -3.585
C -3.185 0.950 -3.349
O -3.948 1.447 -2.188
O -4.674 -0.676 -4.275
H -3.343 -1.114 -2.682
H -2.603 -0.834 -4.250
H -3.537 1.428 -4.263
H -2.123 1.180 -3.190
H -4.434 2.203 -2.548
H -5.172 -1.086 -3.549
C 3.492 -2.310 1.647
C 4.268 -1.351 0.743
O 3.819 0.028 0.865
O 3.754 -2.063 3.008
H 3.736 -3.359 1.391
H 2.436 -2.114 1.472
H 4.079 -1.662 -0.277
H 5.386 -1.432 0.905
H 3.917 0.269 1.792
H 3.591 -2.864 3.526
C 0.838 -0.122 -0.364
C -0.189 -0.200 -1.510
O -0.169 -1.498 -2.052
O 0.400 -0.783 0.828
H 1.113 0.902 -0.136
H 1.736 -0.659 -0.656
H 0.163 0.388 -2.356
H -1.192 0.102 -1.150
H -0.638 -2.137 -1.478
H -0.346 -0.340 1.266
C 1.938 0.970 4.048
C 1.251 1.641 2.856
O 1.540 3.056 2.783
O 3.348 0.720 3.687
H 1.475 0.013 4.173
H 1.984 1.563 4.950
H 0.142 1.514 2.975
H 1.538 1.196 1.873
H 2.507 3.051 2.563
H 3.494 -0.227 3.706
C 0.687 -4.234 -0.094
C -0.759 -4.429 0.112
C -1.013 -4.933 1.561
O -2.370 -4.907 1.833
C -2.662 -5.153 3.233
N -1.423 -3.111 -0.079
H 0.777 -3.676 -1.006
H 1.228 -5.176 -0.132
H 1.092 -3.555 0.646
H -1.148 -5.236 -0.532
H -0.441 -4.394 2.353
H -0.748 -5.996 1.650
H -2.197 -4.353 3.823
H -2.264 -6.123 3.556
H -3.738 -5.109 3.395
H -2.408 -3.123 0.110
H -0.987 -2.448 0.572
C -1.736 2.804 -0.156
C -2.518 3.688 0.822
C -3.575 4.440 0.036
O -4.221 5.385 0.943
C -5.564 5.503 0.578
N -3.215 2.766 1.811
H -0.798 2.423 0.318
H -1.496 3.353 -1.060
H -2.308 1.962 -0.495
H -1.829 4.292 1.415
H -4.322 3.769 -0.373
H -3.049 4.943 -0.807
H -6.103 4.627 0.968
H -5.643 5.627 -0.512
H -5.907 6.432 1.092
H -3.840 2.092 1.363
H -3.801 3.385 2.384
C 0.786 -5.433 5.084
C 1.606 -4.222 4.627
C 1.087 -2.893 5.191
O -0.261 -2.717 4.908
C -0.484 -1.929 3.665
N 3.044 -4.291 4.905
H -0.250 -5.383 4.782
H 0.799 -5.495 6.166
H 1.126 -6.403 4.735
H 1.429 -4.150 3.557
H 1.710 -2.094 4.801
H 1.222 -2.826 6.281
H -1.255 -2.432 3.116
H 0.401 -1.885 3.013
H -0.805 -0.944 3.971
H 3.292 -5.273 4.798
H 3.325 -4.012 5.854
C -0.384 3.428 -5.593
C -0.512 3.752 -4.092
C 0.877 4.059 -3.386
O 0.526 4.093 -2.015
C 1.498 4.548 -1.059
N -1.516 4.839 -3.863
H -1.371 3.227 -6.068
H 0.240 2.561 -5.725
H 0.084 4.238 -6.155
H -0.949 2.797 -3.687
H 1.142 4.987 -3.852
H 1.629 3.280 -3.506
H 2.340 3.885 -0.859
H 0.861 4.452 -0.139
H 1.761 5.586 -1.171
H -1.438 5.554 -4.610
H -1.281 5.386 -3.014
```



4.
The following is a DFT calculation (wB97M-V/def2-TZVPD) of a cluster of 3 separate species, C5H15NO2 in total at a distorted geometry.

Values from the calculation:
Spin multiplicity = 1
Total charge = 0
E_LUMO = 0.68 eV
ΔE to the lowest compared entry with this formula, charge and spin = 62.4 kcal/mol
SMILES = C=CCCNC.O.O

Structure (XYZ):
```
23
C5H15NO2, DFT wB97M-V/def2-TZVPD
C 1.707 0.017 1.759
N 0.810 0.097 0.571
C 0.877 1.375 -0.132
C -0.504 1.952 -0.537
C -1.798 1.736 0.213
C -2.489 0.607 0.323
H 2.069 0.986 2.129
H 2.588 -0.550 1.413
H 1.188 -0.708 2.350
H -0.007 -0.472 0.737
H 1.395 1.192 -1.092
H 1.514 2.055 0.402
H -0.698 1.560 -1.542
H -0.402 3.052 -0.654
H -2.042 2.680 0.707
H -2.076 -0.259 -0.151
H -3.443 0.539 0.831
H -0.239 -2.556 0.734
H -1.621 -2.514 1.267
O -1.040 -3.096 0.764
H 2.581 -1.423 -2.988
H 1.518 -1.344 -1.851
O 1.630 -1.498 -2.794
```